No. 1
Density functional theory data (wB97M-V/def2-TZVPD) for C36H43IrN3O4P2S2 as an isolated structure.

Element x y z (Å)
1 C -0.5320 3.5325 0.1786
2 C 1.1597 2.0997 -1.5833
3 H -3.7476 4.2537 0.9456
4 H 1.5956 -1.2678 -1.6479
5 H 1.7458 -1.4324 7.3642
6 C 1.4380 -0.8998 3.5592
7 C -2.7369 4.4198 0.5958
8 H -4.2106 -2.4435 2.2872
9 Ir -0.4289 0.4016 1.2615
10 H 2.8054 -4.8074 -0.7045
11 H 2.3695 -3.9319 -2.9159
12 H -2.0127 -1.3479 -5.6355
13 H 0.0331 1.2811 -4.6722
14 H 2.9795 3.1935 -1.1880
15 N -1.9012 -2.9234 0.0335
16 C 1.6597 -1.2824 6.2962
17 H 1.2945 4.3385 1.9539
18 C 2.0762 2.5385 1.0790
19 C 0.6746 1.6907 -3.9038
20 C -2.8382 -0.5752 -2.4480
21 C -2.2085 -2.5065 1.4176
22 S 1.4365 -0.6803 1.8747
23 H 3.3219 4.7753 3.2933
24 H -2.7426 0.8234 -4.1300
25 C 2.3262 2.7756 -1.9421
26 H -3.8266 -0.8121 -2.0500
27 C 2.6441 2.9279 -3.2846
28 H 3.5578 -1.3440 3.4910
29 C 0.8100 -3.9488 -0.5831
30 H -4.8604 -4.3486 0.4415
31 C 2.7908 -1.4179 5.4893
32 H 5.2184 3.1989 3.2184
33 H -0.8391 -0.5842 -4.5479
34 C -4.1532 -3.5242 0.3763
35 H -1.4339 -2.8573 2.1079
36 C 1.3397 -2.1907 -2.1810
37 O -0.6312 -0.6703 -0.4060
38 H -3.4391 -4.0274 2.3518
39 C 2.1350 3.6599 1.9009
40 H -0.4521 -0.8772 6.3750
41 C -1.8007 -1.0987 -4.5977
42 O -0.5001 2.0521 2.7327
43 C 3.1607 1.6595 1.0197
44 P 0.6024 2.1341 0.1238
45 C -1.0127 5.8385 -0.3088
46 H -0.6916 6.8058 -0.6697
47 S -2.0152 1.9117 2.7757
48 P -1.0525 -2.0193 -1.0260
49 H -3.0242 6.4766 0.0854
50 H -0.8334 -2.8938 -3.7553
51 N 0.2387 -2.9054 -1.4838
52 H -0.5342 0.9740 -2.2851
53 N -1.9353 -1.7463 -2.3580
54 H -2.2502 -1.4222 1.4872
55 C 0.4174 -0.9656 5.7380
56 C 1.8190 2.3941 -4.2621
57 H 3.4562 -2.6945 -2.2627
58 H -2.5823 -4.9094 -0.1471
59 H -2.5949 -2.9896 -3.9267
60 C 4.2901 1.9021 1.7818
61 H 2.0664 2.5211 -5.3078
62 H 3.7461 -1.6669 5.9304
63 C 3.2744 3.9007 2.6585
64 C 2.6910 -1.2390 4.1316
65 C 0.2948 -0.7773 4.3834
66 O -2.2548 2.1206 1.0776
67 C 2.4922 -3.1821 -2.1331
68 C -1.8394 3.3694 0.6030
69 C -0.1217 4.7803 -0.2927
70 H -2.4340 0.2422 -1.8528
71 H 0.8961 4.9180 -0.6367
72 C -3.5743 -3.1359 1.7397
73 C -1.7567 -2.3251 -3.6990
74 H -3.8741 -0.5046 -4.3622
75 H 2.7560 -3.1934 0.0166
76 H -0.6685 -0.5502 3.9536
77 C 2.3263 -3.8322 -0.7584
78 C -2.3229 5.6542 0.1199
79 H 0.4518 -4.9276 -0.9017
80 H 5.1340 1.2261 1.7320
81 O -2.2494 0.4470 2.7345
82 C -2.8999 -0.2405 -3.9543
83 H -3.0411 -3.8576 -1.4963
84 C 4.3435 3.0201 2.6074
85 C 0.3456 1.5355 -2.5683
86 H 3.1320 0.8028 0.3569
87 H -4.6520 -2.6721 -0.0904
88 H 0.5041 -3.8025 0.4520
89 H 3.5286 3.4865 -3.5594
90 C -2.9110 -3.9022 -0.4169
91 H 1.0419 -1.9285 -3.1971

Force components x, y, z for each atom (eV/Å):
C -0.150 -0.233 -0.089
C -0.146 -0.545 -0.099
H -0.009 0.036 -0.040
H 0.003 0.021 -0.031
H -0.010 0.014 -0.001
C -0.052 -0.017 0.380
C -0.161 -0.055 -0.033
H 0.001 -0.024 0.029
Ir 0.688 2.791 -0.616
H 0.042 0.025 0.082
H 0.035 0.026 -0.032
H 0.020 0.026 -0.009
H 0.029 0.011 0.005
H -0.025 0.033 -0.016
N -0.285 0.428 0.253
C 0.003 0.025 -0.072
H 0.015 0.010 0.055
C -0.117 0.175 0.162
C 0.034 0.049 0.016
C -0.052 -0.133 -0.066
C 0.265 -0.191 0.013
S -0.492 0.083 -0.403
H -0.012 -0.010 0.001
H -0.071 -0.004 -0.016
C -0.022 0.039 -0.049
H -0.004 -0.033 -0.009
C 0.002 0.053 0.053
H 0.007 0.014 0.013
C 0.058 -0.101 -0.106
H -0.041 0.042 -0.002
C 0.006 -0.044 0.105
H 0.023 0.026 -0.054
H -0.001 -0.089 -0.041
C 0.066 0.039 0.023
H -0.026 -0.008 0.020
C -0.071 -0.146 -0.078
O -0.441 -0.535 -0.288
H 0.007 0.014 0.017
C -0.025 -0.077 0.007
H 0.001 -0.010 -0.004
C -0.110 0.016 0.083
O -0.038 -1.043 -0.040
C 0.097 0.114 -0.122
P 1.089 -0.424 0.487
C -0.032 -0.001 -0.051
H 0.002 -0.005 -0.006
S -0.084 -0.073 0.372
P -0.129 -0.747 0.161
H 0.005 0.003 0.030
H -0.032 -0.048 -0.008
N 0.389 0.332 0.201
H -0.046 0.038 -0.020
N 0.181 0.562 -0.159
H -0.159 0.024 -0.036
C 0.074 -0.071 0.111
C -0.023 -0.031 -0.012
H 0.013 -0.035 -0.046
H 0.019 -0.016 -0.069
H 0.024 -0.062 0.033
C 0.026 -0.018 0.023
H 0.003 0.017 0.011
H -0.013 -0.002 0.011
C -0.035 0.013 0.007
C -0.154 0.021 -0.195
C 0.173 0.043 -0.106
O 0.243 -0.256 -0.329
C -0.079 -0.045 0.068
C -0.033 0.064 0.054
C 0.025 -0.039 0.016
H -0.034 0.057 0.014
H -0.024 0.022 -0.049
C -0.007 -0.022 -0.070
C 0.011 0.049 -0.005
H -0.011 0.005 0.013
H -0.011 0.002 0.005
H -0.022 0.015 -0.013
C -0.057 0.018 -0.127
C 0.059 -0.011 0.067
H -0.030 -0.001 -0.002
H -0.011 0.002 -0.023
O -0.678 -0.130 0.620
C 0.148 0.003 0.013
H 0.005 0.011 0.000
C -0.037 -0.029 0.038
C 0.022 0.053 -0.035
H 0.071 0.049 -0.056
H 0.001 -0.009 -0.008
H -0.023 0.010 0.006
H 0.030 -0.066 -0.020
C 0.085 -0.130 0.075
H 0.023 0.046 0.001

Values from the calculation:
total charge: +2
orbital gap (alpha / beta): 7.26 / 5.85 eV
<S²>: 0.78
HOMO energy (alpha / beta): -13.979 / -13.982 eV
spin multiplicity: 2

Mulliken atomic charge list, values in e, 8 entries:
1 C 0.558
2 C 1.038
3 H 0.563
4 H -0.467
5 H 0.428
6 C 1.181
7 C -0.437
8 H 0.369

***

No. 2
Density functional theory data (wB97M-V/def2-TZVPD) for C36H44BaN2Si as an isolated structure.

Element x y z (Å)
1 H 1.5316 5.7465 0.3594
2 H 5.6963 -4.5631 2.1867
3 H 2.7739 -1.8481 -0.4053
4 C 4.8900 -3.8370 2.0233
5 H -0.9652 5.5141 -3.7909
6 H -0.2929 8.2915 -2.6145
7 C -3.3215 -5.6900 0.6515
8 C -4.4751 7.0625 -3.1374
9 H -3.6681 -5.8976 -1.5008
10 H -1.7111 -6.8300 1.5745
11 C -0.8889 4.3992 0.2353
12 H 4.6554 -2.9597 4.6099
13 H 3.4991 0.7256 -0.7323
14 H 0.1171 4.3696 0.6539
15 C 3.7271 -4.1082 2.9917
16 H -3.7969 7.3242 -1.0871
17 H -2.8179 -6.0463 2.7385
18 H 5.3026 -2.8310 2.1611
19 C -4.7984 -5.3978 0.9573
20 H -3.7814 -7.4162 -0.5848
21 H 4.5537 -3.9298 0.9826
22 C 2.2893 -1.1280 -1.0652
23 H 1.9214 9.3181 -3.0773
24 C 0.6049 7.9089 -2.1171
25 H -5.4447 7.5277 -2.9672
26 H -5.2694 -4.8142 0.1589
27 H 2.9187 -5.7131 1.7565
28 N 0.7732 -1.1231 1.8998
29 C -0.8062 -2.7971 1.0980
30 H 0.7414 -2.3820 -2.0847
31 H -1.7882 6.4650 0.3920
32 Si -1.1347 6.0231 -0.9101
33 H 3.8218 -1.3828 3.3469
34 H -2.1913 -6.6928 -0.9138
35 C 2.6758 0.2253 -1.2484
36 C -2.3577 -2.2117 -0.5545
37 C 1.9285 -0.7842 2.5182
38 C -3.0042 -3.4406 -0.4443
39 C 1.3576 -3.4485 2.2140
40 C 1.6303 6.4739 -0.4513
41 H 1.0669 -4.4905 2.0627
42 H -3.8528 -3.6582 -1.0977
43 C -2.8900 6.0246 -4.6428
44 Ba -0.1062 0.4603 -0.0755
45 H 1.9635 1.7812 -2.7027
46 H -3.3337 -7.4904 1.8470
47 C 3.2525 -5.5490 2.7871
48 H 2.0937 0.2859 2.6862
49 H 3.4271 -4.1295 5.1449
50 C 0.4612 -2.4483 1.7920
51 C -2.3429 6.2638 -2.2899
52 C -4.1413 6.5961 -4.4126
53 C -2.5597 -4.3670 0.5087
54 C 2.9857 8.0597 -1.6854
55 C 1.2281 -1.4126 -1.9647
56 C 0.9779 -0.2394 -2.7312
57 C -1.4403 -4.0391 1.2841
58 C 2.8693 7.0632 -0.7140
59 H -1.6208 4.7235 0.9818
60 H -2.6198 5.6707 -5.6356
61 H -4.8885 -4.8350 1.8942
62 H 3.7399 6.7512 -0.1415
63 H 5.0299 -4.6951 4.6242
64 H 2.4358 -5.7937 3.4751
65 H -0.8709 4.4889 -0.9795
66 H 3.9564 8.5052 -1.8939
67 C -3.5718 6.9194 -2.0801
68 H -1.2203 3.3298 0.1374
69 C 2.8759 -1.7257 2.9152
70 H 4.0796 -6.2415 2.9867
71 C 1.8466 8.5014 -2.3638
72 C 0.4978 6.8419 -1.2028
73 N -1.2973 -1.8780 0.2218
74 H -4.8582 6.6823 -5.2272
75 H -5.3529 -6.3382 1.0671
76 H -2.6848 -1.4561 -1.2757
77 C 1.8672 0.7769 -2.2833
78 C -1.9724 5.8934 -3.5951
79 C 4.2411 -3.9573 4.4305
80 C -3.2367 -6.4675 -0.6703
81 C 2.6109 -3.0875 2.7209
82 H -1.0451 -4.7058 2.0518
83 C -2.7547 -6.5618 1.7736
84 H 0.2583 -0.1547 -3.5502

Force components x, y, z for each atom (eV/Å):
H 0.230 0.137 -0.399
H -0.171 0.132 0.015
H -0.187 0.215 -0.073
C -0.031 0.089 -0.240
H -0.397 -0.134 0.149
H 0.365 -0.231 0.037
C -0.026 -0.081 0.005
C 0.147 -0.070 -0.010
H 0.075 -0.132 0.122
H -0.123 -0.002 0.091
C -0.302 -3.949 3.403
H -0.051 -0.185 0.014
H -0.340 -0.131 -0.208
H 0.381 0.140 0.005
C 0.005 -0.056 0.089
H -0.068 -0.280 -0.337
H 0.054 -0.121 -0.087
H -0.062 -0.172 -0.042
C -0.065 0.131 0.146
H 0.086 0.198 -0.005
H 0.100 0.047 0.162
C -0.230 0.146 -0.126
H -0.002 -0.124 0.087
C 0.234 -0.084 0.110
H 0.198 -0.031 -0.048
H 0.042 -0.116 0.155
H 0.029 -0.036 0.149
N 0.293 -1.216 0.938
C -0.993 0.077 -0.844
H 0.143 0.318 -0.004
H -0.067 0.790 -0.779
Si -0.525 2.012 -0.481
H -0.429 -0.161 -0.195
H -0.175 0.014 -0.025
C -0.214 -0.085 -0.183
C 0.522 -0.323 0.855
C -0.431 -0.623 -0.263
C 0.304 0.454 -0.042
C -0.331 0.456 -0.264
C 0.188 0.430 -0.316
H 0.316 0.395 0.083
H 0.329 0.084 0.271
C 0.387 0.062 0.295
Ba 0.556 1.059 -0.741
H -0.115 -0.379 0.216
H 0.120 0.189 -0.017
C -0.021 0.000 0.021
H -0.018 -0.351 -0.214
H 0.165 0.049 -0.044
C 1.116 0.836 0.370
C -0.095 0.858 -0.336
C -0.075 -0.037 0.312
C -0.061 -0.102 0.070
C -0.224 -0.086 -0.016
C 0.220 0.194 -0.059
C 0.137 -0.013 0.189
C 0.092 0.540 -0.190
C -0.325 -0.053 0.128
H -0.206 0.226 0.364
H -0.054 0.160 0.121
H -0.054 -0.074 -0.153
H -0.106 0.073 -0.107
H -0.140 0.162 -0.051
H 0.065 -0.033 -0.114
H 0.185 -0.648 -1.805
H -0.197 -0.066 0.038
C 0.117 -0.318 -0.311
H 0.494 1.240 -0.532
C -0.350 0.252 -0.094
H -0.167 0.155 -0.041
C -0.119 -0.185 0.202
C 0.246 0.062 0.335
N -0.409 -1.423 0.118
H 0.128 -0.010 0.157
H 0.122 0.174 -0.043
H 0.069 -0.237 0.235
C 0.076 -0.302 0.035
C -0.646 0.111 -0.200
C -0.129 -0.019 0.147
C 0.168 -0.031 -0.115
C 0.207 -0.113 -0.075
H -0.261 0.120 -0.345
C 0.010 0.013 0.002
H 0.272 0.021 0.338

Values from the calculation:
orbital gap (alpha / beta): 2.33 / 2.32 eV
HOMO energy (alpha / beta): -3.251 / -3.247 eV

Mulliken atomic charge list, values in e, 8 entries:
1 H 0.041
2 H 0.458
3 H 0.232
4 C -1.631
5 H 0.372
6 H 0.319
7 C 1.921
8 C -0.474

***

no.,energy (a.u.)
1,-3445.82880
2,-1822.48817